Record 1
Molecular formula: CH2NO2S3
Method: DFT, ωB97M-V/def2-TZVPD

Each line ends with the Löwdin charge.
Geometry (Å):
1 C 0.470 1.044 0.293  -1.208
2 N 1.499 1.646 0.487  -0.119
3 O 3.930 0.613 -1.045  -0.499
4 O 3.163 -1.001 0.711  -0.575
5 S 0.129 -0.747 0.106  0.532
6 S -1.256 1.918 0.033  0.488
7 S 3.675 0.350 0.360  0.792
8 H -1.695 1.463 -1.080  -0.271
9 H 1.562 -0.994 0.146  -0.141

Computed properties:
**2S+1**: 1
**Relative energy (zero: lowest compared OMol25 entry of this formula, charge and spin)**: 147.1 kJ/mol
**Strongest force on any atom**: 2.64 eV Å⁻¹
**Net charge**: -1
**Calculated total energy**: -39160.28754 eV
**Molar mass**: 156.23 g/mol

---

Record 2
Molecular formula: C40H96AsF6NO24P4S4
Method: DFT, ωB97M-V/def2-TZVPD

Each line ends with the Löwdin charge.
Geometry (Å):
1 N 4.319 2.348 -1.905  0.288
2 H 3.806 3.228 -1.891  0.144
3 H 4.970 2.299 -2.683  0.144
4 H 3.618 1.594 -1.924  0.073
5 H 4.917 2.228 -1.049  0.068
6 As 1.017 0.127 -1.838  0.717
7 F 1.078 1.811 -1.371  -0.264
8 F 0.903 -0.383 -0.206  -0.220
9 F 0.899 -1.498 -2.368  -0.222
10 F 1.400 0.585 -3.478  -0.258
11 F 2.785 0.082 -1.698  -0.286
12 F -0.666 0.378 -2.020  -0.222
13 C 2.486 -3.671 -4.404  -0.232
14 C 3.575 -4.661 -4.788  -0.226
15 C 2.872 -5.845 -5.423  -0.233
16 S 1.311 -6.023 -4.580  0.660
17 O 1.323 -7.146 -3.693  -0.306
18 O 0.258 -5.863 -5.547  -0.326
19 C 1.430 -4.467 -3.652  -0.196
20 H 2.093 -3.108 -5.249  0.087
21 H 2.931 -2.855 -3.826  0.111
22 H 4.148 -4.956 -3.901  0.116
23 H 4.357 -4.205 -5.400  0.117
24 H 3.512 -6.720 -5.535  0.110
25 H 2.621 -5.626 -6.466  0.106
26 H 1.809 -4.836 -2.701  0.108
27 H 0.467 -3.975 -3.727  0.095
28 C -0.351 -2.675 -7.158  -0.191
29 C 0.226 -1.441 -6.464  -0.223
30 C -0.701 -0.938 -5.382  -0.235
31 S -2.363 -1.388 -5.880  0.673
32 O -3.058 -0.275 -6.478  -0.323
33 O -2.954 -2.018 -4.725  -0.328
34 C -1.871 -2.585 -7.146  -0.201
35 H -0.065 -3.541 -6.553  0.089
36 H 0.066 -2.802 -8.152  0.117
37 H 0.394 -0.619 -7.169  0.120
38 H 1.195 -1.555 -5.980  0.089
39 H -0.624 0.107 -5.109  0.104
40 H -0.603 -1.567 -4.494  0.081
41 H -2.261 -2.139 -8.062  0.101
42 H -2.418 -3.502 -6.945  0.107
43 C -2.927 -2.595 -1.268  -0.196
44 C -3.364 -3.911 -2.019  -0.208
45 C -4.008 -4.838 -1.017  -0.228
46 S -3.109 -4.668 0.503  0.661
47 O -1.928 -5.500 0.485  -0.325
48 O -4.009 -4.696 1.621  -0.324
49 C -2.611 -2.960 0.165  -0.211
50 H -3.786 -1.965 -1.494  0.079
51 H -2.114 -2.088 -1.786  0.099
52 H -2.473 -4.304 -2.515  0.109
53 H -4.014 -3.546 -2.810  0.101
54 H -4.182 -5.853 -1.361  0.114
55 H -4.986 -4.383 -0.815  0.115
56 H -1.595 -2.861 0.544  0.090
57 H -3.220 -2.344 0.834  0.085
58 C -4.567 1.798 -1.755  -0.238
59 C -3.895 0.909 -0.704  -0.212
60 C -5.011 0.144 -0.004  -0.188
61 S -6.319 0.032 -1.309  0.688
62 O -7.369 0.915 -0.849  -0.333
63 O -6.536 -1.317 -1.777  -0.335
64 C -5.463 0.920 -2.603  -0.206
65 H -3.960 2.540 -2.271  0.098
66 H -5.190 2.438 -1.124  0.102
67 H -3.075 1.382 -0.180  0.094
68 H -3.445 0.116 -1.324  0.087
69 H -5.641 0.736 0.662  0.090
70 H -4.816 -0.834 0.419  0.086
71 H -6.149 1.487 -3.223  0.112
72 H -4.884 0.179 -3.156  0.103
73 C -1.653 4.500 -2.419  -0.060
74 C -2.507 4.783 -1.221  -0.238
75 O -2.402 6.202 -0.906  -0.179
76 P -3.602 7.178 -1.195  0.347
77 O -3.557 8.488 -0.557  -0.210
78 O -3.550 7.232 -2.785  -0.190
79 C -4.696 7.749 -3.516  -0.245
80 C -5.501 6.615 -4.085  -0.075
81 O -4.970 6.394 -0.937  -0.191
82 C -5.544 6.615 0.385  -0.250
83 C -6.541 5.552 0.736  -0.057
84 H -1.582 3.435 -2.650  0.075
85 H -2.092 5.043 -3.256  0.076
86 H -0.619 4.823 -2.293  0.083
87 H -3.545 4.536 -1.415  0.094
88 H -2.141 4.294 -0.318  0.112
89 H -5.252 8.449 -2.894  0.118
90 H -4.204 8.299 -4.319  0.119
91 H -6.102 6.114 -3.321  0.071
92 H -6.194 6.951 -4.856  0.079
93 H -4.843 5.833 -4.466  0.081
94 H -4.726 6.672 1.109  0.087
95 H -5.974 7.616 0.461  0.123
96 H -7.572 5.823 0.522  0.079
97 H -6.321 4.598 0.279  0.070
98 H -6.470 5.351 1.810  0.079
99 C -2.267 6.031 2.409  -0.057
100 C -3.188 4.852 2.622  -0.227
101 O -2.346 3.880 3.304  -0.182
102 P -2.458 2.307 3.302  0.330
103 O -3.339 1.633 2.345  -0.212
104 O -0.978 1.853 3.141  -0.199
105 C -0.247 2.074 1.891  -0.209
106 C 1.201 1.931 2.229  -0.072
107 O -2.765 2.042 4.823  -0.159
108 C -2.295 0.834 5.467  -0.263
109 C -3.110 0.579 6.707  -0.069
110 H -1.284 5.637 2.143  0.081
111 H -2.549 6.599 1.522  0.046
112 H -2.137 6.684 3.266  0.085
113 H -3.990 5.079 3.331  0.122
114 H -3.667 4.436 1.735  0.105
115 H -0.630 1.349 1.178  0.107
116 H -0.510 3.108 1.650  0.108
117 H 1.520 2.108 3.256  0.090
118 H 1.528 0.898 2.059  0.053
119 H 1.863 2.521 1.590  0.075
120 H -2.246 -0.026 4.797  0.101
121 H -1.259 1.024 5.761  0.123
122 H -4.148 0.319 6.522  0.080
123 H -2.634 -0.276 7.202  0.081
124 H -2.996 1.404 7.408  0.080
125 C 5.463 -2.997 -0.361  -0.047
126 C 5.594 -1.542 -0.725  -0.274
127 O 6.689 -0.903 -0.055  -0.155
128 P 6.325 0.318 0.868  0.365
129 O 5.739 1.434 0.120  -0.223
130 O 5.506 -0.317 2.033  -0.141
131 C 4.480 0.446 2.701  -0.253
132 C 4.943 0.824 4.088  -0.051
133 O 7.693 0.755 1.492  -0.143
134 C 8.617 -0.269 1.926  -0.262
135 C 9.858 0.373 2.476  -0.069
136 H 4.564 -3.432 -0.810  0.082
137 H 6.278 -3.602 -0.755  0.084
138 H 5.255 -3.057 0.707  0.059
139 H 5.584 -1.345 -1.803  0.123
140 H 4.632 -1.057 -0.493  0.097
141 H 4.068 1.278 2.123  0.103
142 H 3.583 -0.175 2.783  0.104
143 H 4.182 1.342 4.665  0.085
144 H 5.325 -0.095 4.532  0.076
145 H 5.789 1.521 4.052  0.079
146 H 8.145 -0.872 2.708  0.117
147 H 8.848 -0.969 1.122  0.116
148 H 9.629 0.800 3.456  0.081
149 H 10.597 -0.410 2.649  0.084
150 H 10.266 1.185 1.881  0.083
151 C 5.829 -3.873 4.093  -0.062
152 C 4.433 -3.565 3.666  -0.269
153 O 3.937 -2.414 4.360  -0.179
154 P 2.437 -2.313 4.838  0.311
155 O 2.155 -1.049 5.493  -0.216
156 O 1.612 -2.621 3.554  -0.193
157 C 0.117 -2.707 3.495  -0.172
158 C -0.431 -1.402 3.022  -0.062
159 O 2.135 -3.614 5.711  -0.183
160 C 3.009 -3.982 6.783  -0.269
161 C 2.156 -4.651 7.867  -0.065
162 H 6.567 -3.153 3.740  0.069
163 H 5.876 -3.906 5.186  0.078
164 H 6.164 -4.877 3.828  0.085
165 H 4.282 -3.459 2.588  0.104
166 H 3.758 -4.406 3.877  0.119
167 H 0.079 -3.504 2.756  0.122
168 H -0.167 -3.065 4.481  0.122
169 H -1.488 -1.644 2.835  0.089
170 H -0.407 -0.684 3.837  0.063
171 H -0.038 -1.059 2.070  0.068
172 H 3.799 -4.649 6.435  0.109
173 H 3.489 -3.133 7.278  0.122
174 H 1.765 -5.603 7.517  0.077
175 H 2.807 -4.791 8.733  0.077
176 H 1.360 -3.978 8.176  0.081

Computed properties:
**2S+1**: 1
**Relative energy (zero: lowest compared OMol25 entry of this formula, charge and spin)**: 74.0 kJ/mol
**Strongest force on any atom**: 2.62 eV Å⁻¹
**Net charge**: 0
**Calculated total energy**: -251320.34463 eV
**Molar mass**: 1416.26 g/mol

---

Record 3
Molecular formula: C6H6
Method: DFT, ωB97M-V/def2-TZVPD

Each line ends with the Löwdin charge.
Geometry (Å):
1 C 0.377 0.323 1.308  -0.049
2 C 0.260 -0.855 0.859  -0.161
3 C -0.802 -0.078 -1.488  0.043
4 C -0.309 1.103 -1.188  -0.062
5 C 0.294 1.526 0.060  -0.184
6 C -0.351 -1.668 0.029  -0.038
7 H 0.952 0.579 2.155  0.067
8 H -0.926 -0.960 -2.146  0.055
9 H 1.353 1.623 0.049  0.070
10 H 0.044 2.570 0.483  0.116
11 H -1.191 -2.047 0.524  0.080
12 H 0.298 -2.114 -0.644  0.062

Computed properties:
**2S+1**: 3
**Relative energy (zero: lowest compared OMol25 entry of this formula, charge and spin)**: 359.8 kJ/mol
**Strongest force on any atom**: 4.83 eV Å⁻¹
**Net charge**: 0
**Calculated total energy**: -6309.13955 eV
**Molar mass**: 78.11 g/mol

---

Record 4
Molecular formula: C4H7N2S2
Method: DFT, ωB97M-V/def2-TZVPD

Each line ends with the Löwdin charge.
Geometry (Å):
1 C -1.501 0.448 -0.725  -0.074
2 C -1.996 -0.121 0.408  -0.119
3 C -0.175 0.464 -1.238  -0.063
4 C 2.051 -0.041 -0.234  -1.071
5 N 0.829 -0.191 -0.633  -0.026
6 N -1.312 -0.636 1.426  0.176
7 S 3.011 -1.462 0.074  0.789
8 S 2.895 1.477 0.259  0.789
9 H -2.367 0.836 -1.314  0.127
10 H -3.014 -0.146 0.566  0.115
11 H -0.067 0.977 -2.274  0.172
12 H -1.866 -1.004 2.216  0.150
13 H -0.365 -0.438 1.624  0.100
14 H 2.046 -2.545 -0.169  -0.006
15 H 1.831 2.383 0.014  -0.058

Computed properties:
**2S+1**: 1
**Relative energy (zero: lowest compared OMol25 entry of this formula, charge and spin)**: 180.1 kJ/mol
**Strongest force on any atom**: 3.16 eV Å⁻¹
**Net charge**: +1
**Calculated total energy**: -28903.93083 eV
**Molar mass**: 147.25 g/mol

---

Record 5
Molecular formula: C25H39F3IrN3SbSi3
Method: DFT, ωB97M-V/def2-TZVPD

Each line ends with the Löwdin charge.
Geometry (Å):
1 Ir 0.717 -1.479 0.267  0.969
2 C 0.081 -1.077 4.426  0.014
3 C -0.755 -2.148 4.721  0.040
4 C -1.237 -2.940 3.685  0.058
5 C -0.866 -2.657 2.385  -0.182
6 N -0.033 -1.618 2.112  -0.094
7 C 0.423 -0.843 3.109  -0.101
8 C -1.279 -3.394 1.185  -0.196
9 C -2.100 -4.502 1.139  0.060
10 C -2.368 -5.091 -0.093  0.044
11 C -1.801 -4.555 -1.242  0.023
12 C -0.980 -3.449 -1.127  -0.093
13 N -0.736 -2.877 0.060  -0.101
14 H 0.476 -0.439 5.204  0.142
15 H -1.027 -2.368 5.746  0.149
16 H -1.883 -3.782 3.893  0.141
17 H 1.084 -0.037 2.821  0.097
18 H -2.515 -4.918 2.048  0.139
19 H -3.001 -5.967 -0.151  0.148
20 H -1.975 -4.996 -2.214  0.142
21 H -0.480 -3.014 -1.983  0.117
22 C 2.465 2.823 -0.649  -0.182
23 Si 0.953 3.148 0.359  0.537
24 C 1.141 3.016 2.187  -0.179
25 C -0.251 4.383 -0.278  -0.172
26 Sb -0.457 0.688 -0.501  0.935
27 Si -1.032 0.564 -3.216  0.413
28 C -2.382 -0.693 -3.390  -0.185
29 C -1.559 2.332 -3.413  -0.202
30 C 0.543 0.127 -4.093  -0.201
31 Si -3.424 1.164 1.037  0.710
32 C -2.905 0.936 2.781  -0.157
33 C -3.782 2.854 0.440  -0.155
34 C -4.180 -0.272 0.181  -0.162
35 H 3.155 3.656 -0.459  0.079
36 H 2.266 2.814 -1.722  0.050
37 H 2.981 1.913 -0.354  0.010
38 H 1.704 3.900 2.514  0.075
39 H 1.730 2.151 2.490  0.025
40 H 0.189 3.031 2.716  0.040
41 H 0.194 5.370 -0.087  0.079
42 H -1.202 4.364 0.252  0.024
43 H -0.423 4.319 -1.352  0.036
44 H -3.320 -0.367 -2.941  0.030
45 H -2.119 -1.669 -2.983  0.011
46 H -2.572 -0.833 -4.460  0.072
47 H -2.344 2.638 -2.720  0.025
48 H -1.971 2.439 -4.424  0.072
49 H -0.720 3.026 -3.344  0.039
50 H 0.812 -0.925 -3.974  0.041
51 H 1.385 0.764 -3.822  0.032
52 H 0.366 0.279 -5.164  0.072
53 H -2.250 1.729 3.139  0.048
54 H -2.456 -0.041 2.963  0.020
55 H -3.826 0.985 3.380  0.082
56 H -3.199 3.622 0.944  0.042
57 H -4.837 3.034 0.699  0.085
58 H -3.712 2.967 -0.642  0.044
59 H -3.631 -1.203 0.326  0.033
60 H -4.348 -0.097 -0.880  0.038
61 H -5.168 -0.406 0.645  0.081
62 F 6.961 1.103 -1.384  0.189
63 C 6.825 -0.156 -0.961  -0.603
64 F 7.222 -0.981 -1.922  0.203
65 F 7.566 -0.338 0.121  0.196
66 C 5.348 -0.401 -0.656  -0.029
67 C 4.906 -0.640 0.638  0.070
68 C 3.558 -0.835 0.850  -0.095
69 N 2.653 -0.780 -0.155  -0.168
70 C 3.093 -0.545 -1.410  -0.123
71 C 4.429 -0.367 -1.696  0.061
72 H 5.600 -0.686 1.467  0.150
73 H 3.183 -1.049 1.842  0.112
74 H 2.347 -0.508 -2.193  0.081
75 H 4.746 -0.199 -2.717  0.156

Computed properties:
**2S+1**: 2
**Relative energy (zero: lowest compared OMol25 entry of this formula, charge and spin)**: 17.7 kJ/mol
**Strongest force on any atom**: 0.70 eV Å⁻¹
**Net charge**: +4
**Calculated total energy**: -72152.95209 eV
**Molar mass**: 836.84 g/mol

---

Record 6
Molecular formula: C26H24F2N3O6STa
Method: DFT, ωB97M-V/def2-TZVPD

Each line ends with the Löwdin charge.
Geometry (Å):
1 Ta 0.546 -0.435 -0.380  2.029
2 F -2.224 -4.829 -1.965  0.130
3 C -1.089 -4.146 -2.014  -0.237
4 C -0.987 -2.963 -1.293  -0.001
5 C 0.215 -2.271 -1.352  -0.211
6 C 1.303 -2.738 -2.117  -0.110
7 C 1.125 -3.919 -2.823  -0.191
8 F 2.113 -4.404 -3.576  0.114
9 C -0.056 -4.637 -2.785  0.131
10 C 2.541 -1.951 -2.067  -0.162
11 C 3.750 -2.253 -2.664  0.050
12 C 4.840 -1.422 -2.455  0.026
13 C 4.726 -0.298 -1.648  0.001
14 C 3.506 -0.029 -1.077  -0.067
15 N 2.434 -0.828 -1.294  -0.058
16 H -1.834 -2.625 -0.715  0.121
17 H -0.156 -5.556 -3.345  0.157
18 H 3.843 -3.133 -3.278  0.127
19 H 5.788 -1.662 -2.920  0.137
20 H 5.562 0.358 -1.460  0.132
21 H 3.348 0.830 -0.442  0.108
22 C 0.123 -0.006 7.974  -0.014
23 C 0.103 -0.112 6.481  -0.209
24 C 0.494 0.969 5.681  0.008
25 C 0.490 0.878 4.307  -0.010
26 C 0.077 -0.336 3.745  -0.325
27 C -0.322 -1.443 4.507  -0.008
28 C -0.303 -1.307 5.878  0.007
29 S 0.061 -0.501 2.084  0.645
30 O 1.478 -0.640 1.422  -0.382
31 O -0.655 -1.647 1.533  -0.267
32 O -0.395 0.704 1.316  -0.345
33 H 0.293 1.015 8.304  0.090
34 H 0.918 -0.636 8.377  0.106
35 H -0.816 -0.362 8.398  0.101
36 H 0.801 1.893 6.151  0.132
37 H 0.786 1.717 3.692  0.133
38 H -0.641 -2.362 4.036  0.130
39 H -0.612 -2.138 6.498  0.137
40 C -3.188 2.549 0.123  -0.051
41 C -3.384 2.183 -1.340  -0.148
42 C -2.075 2.089 -2.147  -0.294
43 C -2.387 1.794 -3.646  -0.136
44 C -1.168 1.634 -4.539  -0.060
45 C -1.333 3.440 -2.068  -0.355
46 O -1.828 4.444 -2.475  0.189
47 N -0.018 3.486 -1.517  0.254
48 C 0.689 2.396 -1.150  -0.503
49 O 1.693 2.332 -0.464  0.086
50 N 0.144 1.175 -1.552  0.016
51 C -1.201 1.005 -1.648  -0.386
52 O -1.537 -0.124 -1.207  0.000
53 H -4.148 2.582 0.635  0.094
54 H -2.735 3.536 0.234  0.089
55 H -2.568 1.820 0.649  0.060
56 H -3.998 2.931 -1.842  0.137
57 H -3.896 1.224 -1.439  0.133
58 H -2.996 2.639 -3.970  0.137
59 H -3.019 0.905 -3.674  0.136
60 H -0.513 2.507 -4.497  0.089
61 H -1.485 1.524 -5.575  0.094
62 H -0.578 0.748 -4.291  0.075
63 H 0.357 4.406 -1.314  0.190

Computed properties:
**2S+1**: 1
**Relative energy (zero: lowest compared OMol25 entry of this formula, charge and spin)**: 112.2 kJ/mol
**Strongest force on any atom**: 0.82 eV Å⁻¹
**Net charge**: +2
**Calculated total energy**: -61916.72714 eV
**Molar mass**: 725.50 g/mol

---

Q: Which of these has the highest relative energy (zero: lowest compared OMol25 entry of this formula, charge and spin)?
A: C6H6

---

Q: The lowest calculated total energy belongs to which entry?
A: C40H96AsF6NO24P4S4

---

Q: strongest force on any atom of number 3 (C6H6)?
A: 4.83 eV Å⁻¹

---

Q: Which of these has the highest molar mass?
A: C40H96AsF6NO24P4S4